# C31H66F9N5O10S

4 unconnected molecules or ions with the total composition C31H66F9N5O10S (ωB97M-V/def2-TZVPD, the OMol25 dataset).

Each line ends with the Löwdin charge.
Element x y z (Å)
1 C -5.463 -4.088 7.942  -0.06
2 C -4.002 -4.437 8.192  -0.24
3 O -3.378 -4.634 6.921  -0.07
4 O -1.982 -4.347 7.030  0.02
5 C -1.758 -3.092 6.494  -0.50
6 O -2.544 -2.202 6.598  0.16
7 N -0.510 -3.014 5.852  -0.05
8 C 0.581 -3.620 6.642  -0.16
9 C 1.959 -3.149 6.176  -0.16
10 C 2.489 -1.843 6.804  -0.17
11 C 1.471 -0.741 7.127  -0.22
12 N 1.232 -0.670 8.579  0.02
13 C 0.259 0.299 9.002  -0.49
14 C -1.083 0.343 8.312  0.00
15 O 0.513 1.039 9.919  0.10
16 C -0.574 -3.521 4.466  -0.11
17 C -0.433 -2.396 3.434  -0.03
18 C -1.765 -1.956 2.836  -0.45
19 F -2.035 -2.696 1.724  0.10
20 F -2.790 -2.135 3.706  0.12
21 C -1.717 -0.438 2.480  -0.44
22 F -1.820 0.233 3.632  0.14
23 F -0.529 -0.148 1.931  0.12
24 S -3.055 0.207 1.281  0.78
25 F -2.121 1.432 0.885  -0.14
26 F -2.401 -0.669 0.131  -0.13
27 F -4.021 -0.985 1.670  -0.12
28 F -3.733 1.105 2.397  -0.13
29 F -4.128 0.716 0.241  -0.11
30 H -5.556 -3.497 7.032  0.08
31 H -6.090 -4.973 7.862  0.07
32 H -5.828 -3.490 8.776  0.08
33 H -3.512 -3.619 8.717  0.11
34 H -3.914 -5.344 8.796  0.12
35 H 0.506 -4.712 6.609  0.12
36 H 0.432 -3.345 7.689  0.12
37 H 2.661 -3.944 6.439  0.11
38 H 1.955 -3.043 5.090  0.10
39 H 3.207 -1.427 6.095  0.11
40 H 3.052 -2.062 7.713  0.11
41 H 1.912 0.216 6.842  0.12
42 H 0.555 -0.855 6.543  0.09
43 H 0.999 -1.587 8.944  0.11
44 H -1.004 0.447 7.233  0.07
45 H -1.640 1.179 8.726  0.08
46 H -1.616 -0.579 8.549  0.08
47 H -1.461 -4.134 4.301  0.14
48 H 0.282 -4.184 4.334  0.11
49 H 0.061 -1.556 3.918  0.13
50 H 0.187 -2.738 2.608  0.10
51 C 2.416 -4.764 -3.505  -0.12
52 O 1.448 -5.450 -2.735  -0.20
53 C 1.875 -6.714 -2.244  -0.22
54 C 1.992 -6.694 -0.737  -0.22
55 N 3.105 -5.855 -0.309  -0.05
56 C 3.170 -5.618 1.127  -0.20
57 C 2.030 -4.839 1.772  -0.23
58 O 1.958 -3.481 1.375  -0.20
59 C 1.225 -3.226 0.186  -0.09
60 H 1.934 -3.878 -3.915  0.09
61 H 3.274 -4.448 -2.901  0.08
62 H 2.775 -5.382 -4.332  0.09
63 H 2.823 -7.009 -2.702  0.12
64 H 1.119 -7.452 -2.529  0.12
65 H 2.161 -7.713 -0.378  0.12
66 H 1.028 -6.351 -0.337  0.11
67 H 3.044 -4.964 -0.785  0.07
68 H 4.096 -5.073 1.327  0.12
69 H 3.256 -6.585 1.634  0.12
70 H 2.219 -4.825 2.851  0.11
71 H 1.058 -5.328 1.628  0.11
72 H 0.412 -3.944 0.050  0.09
73 H 1.868 -3.238 -0.698  0.08
74 H 0.798 -2.226 0.271  0.08
75 C 1.693 7.944 -1.844  -0.12
76 O 2.118 6.607 -1.680  -0.20
77 C 1.952 6.093 -0.365  -0.22
78 C 0.907 4.999 -0.339  -0.22
79 N -0.426 5.537 -0.572  -0.05
80 C -1.463 4.527 -0.755  -0.20
81 C -1.370 3.620 -1.976  -0.23
82 O -1.562 4.287 -3.208  -0.18
83 C -0.401 4.866 -3.783  -0.09
84 H 1.977 8.253 -2.848  0.09
85 H 0.607 8.046 -1.741  0.08
86 H 2.179 8.607 -1.121  0.09
87 H 1.691 6.892 0.334  0.12
88 H 2.912 5.671 -0.053  0.12
89 H 0.924 4.516 0.643  0.12
90 H 1.197 4.248 -1.088  0.11
91 H -0.400 6.130 -1.391  0.07
92 H -2.421 5.052 -0.808  0.12
93 H -1.496 3.901 0.142  0.10
94 H -2.183 2.892 -1.900  0.12
95 H -0.436 3.045 -1.995  0.11
96 H 0.501 4.299 -3.536  0.09
97 H -0.273 5.905 -3.463  0.08
98 H -0.527 4.866 -4.864  0.07
99 C 0.184 5.423 -12.076  -0.12
100 O -0.820 4.599 -11.518  -0.20
101 C -0.567 3.205 -11.633  -0.22
102 C -0.327 2.585 -10.274  -0.22
103 N 0.938 3.033 -9.709  -0.05
104 C 1.157 2.639 -8.322  -0.20
105 C 0.219 3.203 -7.261  -0.23
106 O 0.342 4.599 -7.063  -0.20
107 C -0.436 5.409 -7.926  -0.09
108 H -0.177 6.449 -12.031  0.09
109 H 1.126 5.359 -11.520  0.08
110 H 0.374 5.164 -13.122  0.09
111 H 0.281 3.018 -12.298  0.12
112 H -1.453 2.745 -12.079  0.12
113 H -0.300 1.496 -10.381  0.12
114 H -1.187 2.840 -9.639  0.11
115 H 0.985 4.042 -9.773  0.07
116 H 2.174 2.939 -8.055  0.12
117 H 1.125 1.546 -8.265  0.12
118 H 0.494 2.744 -6.307  0.12
119 H -0.829 2.937 -7.444  0.11
120 H -1.364 4.913 -8.221  0.09
121 H 0.117 5.700 -8.823  0.07
122 H -0.686 6.322 -7.383  0.09

Results
SMILES string = CCOOC(=O)N(CCCCNC(C)=O)CCC(F)(F)C(F)(F)S(F)(F)(F)(F)F.COCCNCCOC.COCCNCCOC.COCCNCCOC
HOMO level = -8.47 eV
HOMO-LUMO gap = 8.95 eV



# C3H3GdO3

A molecular structure, C3H3GdO3 at a distorted geometry (ωB97M-V/def2-TZVPD, the OMol25 dataset).

Each line ends with the Löwdin charge.
Element x y z (Å)
1 O -0.976 1.421 0.730  0.16
2 Gd 1.693 -0.423 -1.760  2.06
3 O 0.426 -0.214 0.315  -0.12
4 C -0.612 0.208 0.785  -0.37
5 O -1.960 -0.561 0.601  -0.05
6 C -2.432 -1.009 -0.549  0.20
7 H -2.911 -1.968 -0.266  0.15
8 C -2.431 1.610 0.156  0.65
9 H -2.446 2.049 -0.839  0.17
10 H -3.179 1.371 0.905  0.17

Results
Spin multiplicity = 9
⟨S²⟩ = 21.0377
Energy above the lowest of the compared OMol25 structures with the same formula, charge and spin = 487.33 kJ/mol
Total charge = +3
HOMO level (spin up / spin down) = -20.72 / -21.93 eV
HOMO-LUMO gap (spin up / spin down) = 4.29 / 5.52 eV



# C37H49BIN8O4S4Tl

A molecular structure, C37H49BIN8O4S4Tl (ωB97M-V/def2-TZVPD, the OMol25 dataset).

Each line ends with the Löwdin charge.
Element x y z (Å)
1 Tl 0.987 0.632 2.734  0.50
2 C -1.658 4.972 1.879  -0.08
3 C -1.492 4.115 0.669  -0.25
4 C -1.235 4.613 -0.560  0.04
5 C -0.995 3.734 -1.655  -0.24
6 N -0.946 2.453 -1.479  0.18
7 N -1.203 1.942 -0.259  0.03
8 B -0.859 0.454 -0.232  -0.63
9 N 0.466 0.139 -0.470  0.04
10 N 1.359 1.242 -0.303  0.11
11 C 2.382 1.254 -1.088  -0.26
12 C 2.737 0.169 -1.946  -0.03
13 C 2.165 -1.052 -1.702  -0.31
14 C 2.747 -2.273 -2.361  -0.07
15 C 1.045 -1.152 -0.839  -0.54
16 S 0.458 -2.608 -0.270  0.99
17 C 3.292 2.475 -1.005  -0.53
18 C 2.637 3.614 -0.232  -0.06
19 C 3.595 2.957 -2.431  -0.05
20 C 4.601 2.079 -0.310  -0.03
21 N -1.979 -0.544 -0.370  0.03
22 N -2.475 -0.467 -1.616  0.18
23 C -3.361 -1.321 -2.010  -0.22
24 C -3.809 -2.355 -1.139  0.05
25 C -3.338 -2.435 0.127  -0.25
26 C -3.719 -3.537 1.056  -0.07
27 C -2.365 -1.459 0.582  -0.70
28 S -1.719 -1.489 2.101  0.68
29 C -3.801 -1.163 -3.463  -0.55
30 C -4.964 -2.091 -3.809  -0.07
31 C -2.602 -1.492 -4.362  -0.04
32 C -4.231 0.288 -3.704  -0.05
33 C -1.587 2.678 0.819  -0.67
34 S -2.127 1.950 2.217  0.65
35 C -0.775 4.254 -3.067  -0.54
36 C -0.307 3.128 -3.988  -0.05
37 C 0.282 5.367 -3.060  -0.05
38 C -2.101 4.824 -3.588  -0.05
39 H -1.486 6.020 1.632  0.08
40 H -0.943 4.655 2.644  0.04
41 H -2.654 4.848 2.306  0.07
42 H -1.175 5.685 -0.704  0.11
43 H 3.604 0.246 -2.588  0.09
44 H 2.493 -2.257 -3.425  0.08
45 H 2.360 -3.190 -1.927  0.04
46 H 3.835 -2.268 -2.278  0.08
47 H 1.678 3.891 -0.677  0.06
48 H 3.295 4.488 -0.252  0.09
49 H 2.455 3.364 0.811  0.02
50 H 2.672 3.193 -2.965  0.06
51 H 4.134 2.211 -3.014  0.07
52 H 4.208 3.862 -2.388  0.08
53 H 4.402 1.718 0.701  0.10
54 H 5.256 2.952 -0.229  0.08
55 H 5.130 1.298 -0.858  0.08
56 H -4.518 -3.093 -1.491  0.11
57 H -4.515 -4.148 0.627  0.07
58 H -4.031 -3.133 2.019  0.07
59 H -2.838 -4.155 1.250  0.08
60 H -4.682 -3.143 -3.726  0.08
61 H -5.275 -1.913 -4.841  0.08
62 H -5.826 -1.913 -3.162  0.08
63 H -2.250 -2.511 -4.183  0.09
64 H -1.776 -0.813 -4.152  0.08
65 H -2.880 -1.401 -5.416  0.08
66 H -5.132 0.526 -3.133  0.09
67 H -4.445 0.444 -4.766  0.08
68 H -3.443 0.975 -3.398  0.06
69 H 0.595 2.651 -3.603  0.07
70 H -0.098 3.537 -4.981  0.08
71 H -1.066 2.351 -4.079  0.07
72 H 1.236 4.999 -2.684  0.07
73 H -0.018 6.213 -2.439  0.07
74 H 0.432 5.740 -4.076  0.08
75 H -2.861 4.041 -3.639  0.08
76 H -1.966 5.240 -4.590  0.08
77 H -2.475 5.618 -2.938  0.08
78 C 0.899 -4.103 7.840  -0.06
79 C 0.937 -4.272 6.346  -0.29
80 C -0.194 -4.028 5.573  -0.05
81 C -0.140 -4.104 4.192  -0.06
82 C 1.056 -4.444 3.578  -0.27
83 C 2.192 -4.711 4.326  -0.05
84 C 2.123 -4.617 5.707  -0.04
85 S 1.109 -4.512 1.812  0.56
86 O 2.185 -5.410 1.463  -0.30
87 O -0.222 -4.843 1.360  -0.36
88 N 1.412 -2.982 1.346  -0.41
89 C 2.817 -2.584 1.328  -0.18
90 C 3.458 -2.307 2.711  -0.66
91 O 4.546 -2.830 2.937  0.01
92 O 2.822 -1.506 3.473  -0.19
93 H -0.126 -3.993 8.197  0.07
94 H 1.450 -3.207 8.133  0.08
95 H 1.351 -4.956 8.350  0.07
96 H -1.118 -3.730 6.056  0.11
97 H -1.007 -3.880 3.584  0.07
98 H 3.123 -4.948 3.829  0.11
99 H 3.019 -4.790 6.293  0.11
100 H 2.848 -1.632 0.783  0.11
101 H 3.436 -3.310 0.799  0.11
102 I 1.918 3.556 4.015  -0.41
103 N 1.271 -0.959 5.438  0.01
104 C 0.311 -0.312 5.603  -0.12
105 H 1.987 -1.309 4.674  0.02

Results
Energy above the lowest of the compared OMol25 structures with the same formula, charge and spin = 56.62 kJ/mol
Total charge = -2
HOMO level = -1.99 eV
HOMO-LUMO gap = 5.61 eV



# C8H16FeN2O6S2

A molecular structure, C8H16FeN2O6S2 at a distorted geometry (ωB97M-V/def2-TZVPD, the OMol25 dataset).

Each line ends with the natural charge from an NBO analysis.
Element x y z (Å)
1 Fe 0.323 -0.007 2.014  1.40
2 C 3.947 -0.327 -0.871  -0.43
3 N 2.769 -1.158 -1.143  -0.39
4 C 2.869 -2.235 -2.101  -0.41
5 C 1.691 -0.953 -0.383  0.65
6 O 1.723 -0.088 0.483  -0.69
7 C 0.522 -1.898 -0.396  -0.17
8 O -0.633 -1.215 0.083  -0.52
9 C -1.196 -0.231 -0.780  -0.16
10 C -1.828 0.852 0.112  0.68
11 O -1.395 0.965 1.272  -0.66
12 N -2.804 1.610 -0.401  -0.39
13 C -3.392 2.686 0.389  -0.41
14 C -3.167 1.611 -1.798  -0.40
15 H 4.402 -0.534 0.125  0.23
16 H 3.774 0.762 -0.943  0.23
17 H 4.763 -0.551 -1.558  0.21
18 H 3.365 -3.129 -1.680  0.21
19 H 3.442 -1.838 -2.918  0.21
20 H 1.915 -2.562 -2.490  0.21
21 H 0.746 -2.650 0.322  0.26
22 H 0.369 -2.449 -1.361  0.19
23 H -1.923 -0.734 -1.414  0.21
24 H -0.394 0.194 -1.372  0.20
25 H -3.332 2.462 1.403  0.25
26 H -4.423 2.861 0.124  0.21
27 H -2.865 3.667 0.202  0.20
28 H -2.389 0.989 -2.358  0.20
29 H -3.141 2.581 -2.219  0.21
30 H -4.135 1.198 -1.922  0.21
31 O 0.246 0.396 5.853  -0.94
32 S -0.007 0.148 4.460  2.19
33 O -1.387 -0.255 4.111  -1.00
34 O 0.449 1.275 3.557  -1.05
35 S 1.095 -1.445 3.598  -0.75

Results
Spin multiplicity = 5
⟨S²⟩ = 6.0112
HOMO level (spin up / spin down) = -7.24 / -7.27 eV
HOMO-LUMO gap (spin up / spin down) = 6.97 / 7.00 eV



# C37H33MnN4P2S5Se

A molecular structure, C37H33MnN4P2S5Se at a distorted geometry (ωB97M-V/def2-TZVPD, the OMol25 dataset).

Each line ends with the Löwdin charge.
Element x y z (Å)
1 Mn 0.575 0.015 -2.694  0.07
2 N 0.030 -1.579 0.505  -0.37
3 P 0.917 -0.279 1.255  1.04
4 C 0.822 -0.804 3.002  -0.37
5 C 0.714 -2.125 3.423  -0.11
6 C 0.755 -2.430 4.773  -0.08
7 C 0.920 -1.426 5.713  -0.07
8 C 1.040 -0.108 5.299  -0.07
9 C 0.998 0.199 3.952  -0.10
10 C -0.348 1.055 1.248  -0.39
11 C -1.580 0.923 1.881  -0.10
12 C -2.522 1.926 1.765  -0.07
13 C -2.239 3.063 1.021  -0.06
14 C -1.008 3.206 0.408  -0.08
15 C -0.064 2.201 0.514  -0.13
16 P -0.539 -1.255 -1.066  0.90
17 C -2.273 -0.730 -0.813  -0.35
18 C -2.674 0.470 -1.382  -0.13
19 C -3.982 0.898 -1.271  -0.06
20 C -4.892 0.124 -0.574  -0.06
21 C -4.494 -1.066 0.016  -0.06
22 C -3.188 -1.503 -0.107  -0.08
23 C -0.865 -2.945 -1.664  -0.36
24 C -1.580 -3.025 -2.858  -0.11
25 C -1.910 -4.255 -3.388  -0.06
26 C -1.512 -5.414 -2.735  -0.07
27 C -0.784 -5.337 -1.559  -0.07
28 C -0.458 -4.104 -1.018  -0.09
29 H -0.696 -1.962 1.116  0.05
30 H 0.603 -2.920 2.699  0.09
31 H 0.671 -3.458 5.091  0.11
32 H 0.956 -1.672 6.763  0.11
33 H 1.174 0.676 6.029  0.11
34 H 1.089 1.226 3.620  0.11
35 H -1.794 0.038 2.469  0.11
36 H -3.484 1.824 2.245  0.11
37 H -2.976 3.848 0.941  0.11
38 H -0.773 4.102 -0.144  0.06
39 H 0.899 2.306 0.033  0.07
40 H -1.927 1.052 -1.915  0.01
41 H -4.302 1.820 -1.733  0.10
42 H -5.921 0.440 -0.498  0.11
43 H -5.210 -1.663 0.559  0.11
44 H -2.888 -2.448 0.327  0.11
45 H -1.879 -2.102 -3.351  0.10
46 H -2.480 -4.315 -4.303  0.11
47 H -1.768 -6.377 -3.151  0.11
48 H -0.475 -6.243 -1.062  0.11
49 H 0.108 -4.043 -0.098  0.09
50 C -0.582 7.077 -2.221  -0.40
51 S 0.129 5.413 -2.306  0.84
52 C -1.172 4.520 -3.045  -0.99
53 C -1.047 3.182 -3.304  -1.11
54 S 0.342 2.309 -2.844  0.55
55 S -2.422 2.435 -4.114  0.89
56 C -3.467 3.835 -4.087  -1.48
57 S -5.023 3.809 -4.579  0.57
58 S -2.690 5.269 -3.462  0.93
59 H -0.884 7.394 -3.214  0.03
60 H 0.207 7.723 -1.848  0.04
61 H -1.430 7.077 -1.541  0.03
62 C 4.155 1.704 0.164  -0.01
63 N 3.926 0.288 0.258  -0.09
64 C 3.369 -0.497 -0.677  -0.72
65 Se 3.008 -0.054 -2.447  0.72
66 N 3.252 -1.747 -0.185  0.11
67 C 3.724 -1.778 1.104  -0.22
68 C 3.857 -2.803 2.028  0.00
69 C 4.426 -2.476 3.243  -0.06
70 C 4.842 -1.177 3.533  -0.06
71 C 4.713 -0.150 2.618  0.01
72 C 4.153 -0.469 1.390  -0.19
73 H 3.871 2.054 -0.829  0.07
74 H 5.208 1.926 0.333  0.11
75 H 3.557 2.224 0.915  0.10
76 H 2.850 -2.517 -0.700  0.16
77 H 3.547 -3.809 1.796  0.12
78 H 4.561 -3.246 3.986  0.11
79 H 5.285 -0.976 4.495  0.11
80 H 5.042 0.852 2.841  0.12
81 N 0.644 -1.098 -5.580  0.23
82 C 0.382 -0.722 -4.512  -0.12
83 H 0.880 -1.391 -6.503  0.12

Results
Spin multiplicity = 6
⟨S²⟩ = 8.7743
Energy above the lowest of the compared OMol25 structures with the same formula, charge and spin = 138.70 kJ/mol
Total charge = +1
HOMO level (spin up / spin down) = -8.97 / -9.06 eV
HOMO-LUMO gap (spin up / spin down) = 6.65 / 5.68 eV



Q: Number 3 is which compound?
A: C37H49BIN8O4S4Tl



Q: Number 4 is which compound?
A: C8H16FeN2O6S2